Computed, not measured: the molecule C5H8O, with ωB97M-V/def2-TZVPD.

Calculated values
- structure (SMILES) = C[C@H]1C[C@H]1C=O
- LUMO energy (eV) = 0.28

Element x y z (Å)
C 1.31700 1.08600 -0.09537
C 0.41187 0.08578 -0.76643
C 0.21022 -1.30379 -0.21451
C -0.88980 -0.33202 -0.19188
C -1.35569 0.04695 1.20450
O -2.01107 0.99116 0.81373
H 1.24578 0.99860 0.99378
H 2.35588 0.91541 -0.39737
H 1.04384 2.11032 -0.37143
H 0.41857 0.14046 -1.85473
H 0.63428 -1.50822 0.76601
H 0.06605 -2.14146 -0.87037
H -1.71973 -0.47585 -0.90472
H -1.82764 -0.65925 1.95188

Löwdin population analysis, charges in e, atoms 1 to 2:
1. C -0.06
2. C -0.29

---

Computed, not measured: C23H25N8Ru as an isolated structure, with ωB97M-V/def2-TZVPD.

Calculated values
- charge = +3
- LUMO energy (alpha / beta) (eV) = -12.62 / -12.62

Element x y z (Å)
Ru 0.15935 0.49356 -0.82746
N -2.58720 -1.23875 -0.48910
C -1.70834 -1.84527 -1.28362
N -1.98859 -3.04550 -1.73394
C -1.09417 -3.62450 -2.54231
N -1.32284 -4.83432 -2.99081
N 0.06553 -3.01397 -2.96793
C 0.28770 -1.84600 -2.48954
N -0.53058 -1.19164 -1.58789
C 1.43666 -1.04055 -2.97015
C 2.30511 -1.45531 -3.95437
C 3.29198 -0.56837 -4.37592
C 3.37086 0.68988 -3.79923
C 2.46773 1.03230 -2.80535
N 1.52567 0.17706 -2.39777
H -3.44800 -1.72394 -0.28411
H -2.46762 -0.28934 -0.18750
H -2.16592 -5.32236 -2.72548
H -0.66774 -5.27744 -3.61711
H 2.19575 -2.44155 -4.38362
H 3.98536 -0.85708 -5.15479
H 4.11828 1.40590 -4.11121
H 2.50148 2.00008 -2.31893
C 3.03447 0.15444 0.80879
C 1.94942 -0.92674 0.84079
C 1.05128 -0.83160 2.05341
C 1.36502 -1.55121 3.17031
C 0.61079 -1.40720 4.34614
C -0.48704 -0.55722 4.39707
C -0.85417 0.21097 3.31435
C -2.14580 0.98673 3.39458
C -2.09455 2.16134 4.38080
C -0.03560 0.10762 2.13376
N -0.23269 0.89780 1.03407
C -0.70904 2.20721 1.16721
C -1.20053 2.76664 0.03789
C -1.80318 4.03470 -0.32338
C -2.16240 3.92808 -1.61953
C -1.74864 2.60474 -2.08481
N -1.19434 1.93239 -1.11732
H 3.70645 0.00464 -0.03547
H 3.63190 0.10516 1.71844
H 2.61667 1.16328 0.74976
H 2.41732 -1.91246 0.83937
H 1.35086 -0.95236 -0.09883
H 2.20662 -2.23205 3.15933
H 0.87393 -1.99057 5.21966
H -1.09035 -0.52583 5.29550
H -2.91079 0.28423 3.73334
H -2.48115 1.32376 2.41175
H -1.71720 1.84181 5.35082
H -3.09463 2.56398 4.52861
H -1.45254 2.97565 4.03831
H -0.64386 2.71743 2.11934
H -1.96266 4.86988 0.34114
H -2.66809 4.66399 -2.22535
H -1.85595 2.19783 -3.08171

Löwdin population analysis, charges in e, atoms 1 to 2:
1. Ru 1.33
2. N 0.21

---

Computed, not measured: the molecule C5H11NO2, with ωB97M-V/def2-TZVPD.

Calculated values
- structure (SMILES) = CC(C)[C@@H](N)C(=O)O
- LUMO energy (eV) = 0.76

Element x y z (Å)
C -0.14509 -0.94228 1.33280
C 0.39924 0.27160 0.52974
C 1.91086 0.35714 0.56386
C -0.20294 0.33131 -0.88411
N 0.15695 -0.74428 -1.78151
C -1.71032 0.37925 -0.78804
O -2.49126 -0.36927 -1.29091
O -2.10911 1.40674 0.02736
H -0.55898 -1.70291 0.68358
H 0.63283 -1.35846 1.95881
H -0.97021 -0.60372 1.96410
H -0.00607 1.14133 1.05277
H 2.25422 0.30660 1.58786
H 2.39037 -0.42289 -0.02260
H 2.30190 1.27577 0.12284
H 0.10297 1.26983 -1.35153
H 1.14520 -0.76196 -1.99020
H -0.15852 -1.63097 -1.42218
H -2.94203 1.79719 -0.29263

Löwdin population analysis, charges in e, atoms 1 to 2:
1. C -0.04
2. C -0.38

---

Computed, not measured: C6H10N2 as an isolated structure, with ωB97M-V/def2-TZVPD.

Calculated values
- LUMO energy (eV) = 0.90

Element x y z (Å)
C -0.59659 0.21552 1.79110
C -1.91183 0.23156 -0.97526
C -1.08663 0.96051 -0.01264
C 0.22667 0.07124 0.52145
C 1.45288 1.00898 0.36616
C 0.38372 -1.37658 0.02055
N -1.62896 0.79611 1.29585
N -2.00239 0.79481 -2.08406
H -0.25498 -0.23504 2.71939
H -2.44603 -0.62623 -0.74872
H -0.71947 2.02765 -0.09646
H 1.61561 1.21723 -0.60066
H 2.24102 0.47918 0.78142
H 1.33835 1.80987 0.94090
H 0.14019 -1.36371 -0.95610
H -0.26590 -2.02171 0.57075
H 1.30807 -1.86293 0.10775
H -2.63139 0.33423 -2.77250

Löwdin population analysis, charges in e, atoms 1 to 2:
1. C -0.09
2. C -0.23

---

Computed, not measured: C15H39N7PtSSi2Te as an isolated structure, with ωB97M-V/def2-TZVPD.

Calculated values
- charge = +4
- LUMO energy (alpha / beta) (eV) = -15.24 / -15.24

Element x y z (Å)
Pt -0.53594 -0.58916 -0.51206
C -2.74841 -0.89403 4.44662
N -2.10020 -0.13727 3.35374
C -1.98422 1.32018 3.50473
C -1.57880 -0.75078 2.31202
N -0.82857 -0.13097 1.40239
N -1.76293 -2.11104 2.21427
C -1.15352 -2.96442 1.32609
N -1.11814 -4.23899 1.68568
N -0.70281 -2.53526 0.16559
H -3.03021 -0.19354 5.22479
H -2.05366 -1.61040 4.88748
H -3.65761 -1.38377 4.09361
H -2.75712 1.65407 4.18907
H -2.15378 1.81234 2.54725
H -1.01079 1.59375 3.91483
H -0.59648 0.82148 1.64127
H -2.32000 -2.54037 2.93909
H -1.46028 -4.56041 2.57959
H -0.75272 -4.95262 1.07322
H -0.31550 -3.28883 -0.38511
C -2.34298 -1.49218 -4.74580
Si -0.76304 -1.16702 -5.66783
C -0.93943 -0.05785 -7.12549
C 0.23781 -2.69858 -5.96281
C 0.38968 -0.00674 -4.36505
Te 0.73051 -1.00191 -2.65886
C 2.66206 -1.57669 -2.74986
Si 4.12417 -0.14376 -2.29575
C 4.17965 -0.07102 -0.45147
C 5.55750 -1.02108 -3.05585
C 3.66114 1.42492 -3.16640
H -2.84476 -2.34873 -5.20394
H -3.02259 -0.64078 -4.81587
H -2.22288 -1.73236 -3.68414
H -1.57786 -0.59210 -7.83954
H 0.00914 0.14634 -7.62390
H -1.42615 0.89031 -6.89498
H -0.35287 -3.36530 -6.59865
H 0.48425 -3.27589 -5.06523
H 1.16590 -2.49046 -6.50022
H -0.19700 0.89147 -4.17334
H 1.34292 0.18355 -4.85963
H 2.85784 -1.85084 -3.79210
H 2.83411 -2.42911 -2.09072
H 4.45469 -1.04054 -0.03207
H 3.26180 0.27146 0.03092
H 4.96912 0.63679 -0.17793
H 5.71967 -2.02175 -2.65298
H 6.44128 -0.42095 -2.80415
H 5.50305 -1.08655 -4.14315
H 2.68356 1.83753 -2.90303
H 3.71612 1.31413 -4.25143
H 4.40394 2.18033 -2.89030
S -1.75722 1.15170 -1.41803
C -1.33885 2.82328 -1.08334
N -0.15122 3.40100 -1.09100
C -0.25746 4.87588 -0.97978
C -1.77207 5.07870 -0.75336
N -2.29637 3.70175 -0.87895
H 0.71066 2.90507 -1.23099
H 0.08752 5.33570 -1.90366
H 0.34491 5.24407 -0.15364
H -2.22703 5.72726 -1.49780
H -2.00057 5.46737 0.23672
H -3.27915 3.47233 -0.90952

Löwdin population analysis, charges in e, atoms 1 to 2:
1. Pt 0.63
2. C 0.03

---

Computed, not measured: the molecule C4H6O2, with ωB97M-V/def2-TZVPD.

Calculated values
- structure (SMILES) = O=CC[C@H]1CO1
- LUMO energy (eV) = 0.38

Element x y z (Å)
O -1.02689 1.38063 -1.30013
C -0.84737 0.24699 -1.67287
C 0.46518 -0.05012 -0.92872
C 0.53584 0.40171 0.55551
C -0.09924 -0.43182 1.57983
O 1.29582 -0.51219 1.34025
H -1.74312 -0.44081 -1.80264
H 1.30998 0.38032 -1.47508
H 0.44167 -1.11690 -0.89995
H 0.73496 1.45096 0.80367
H -0.38425 -0.01426 2.54550
H -0.68257 -1.29453 1.25462

Löwdin population analysis, charges in e, atoms 1 to 2:
1. O 0.02
2. C -0.19

---

Computed, not measured: the molecule C5H9NO, with ωB97M-V/def2-TZVPD.

Calculated values
- structure (SMILES) = C=C(N)CCC=O
- LUMO energy (eV) = 0.93

Element x y z (Å)
C -1.68844 -0.20239 0.16575
C -0.68379 0.49428 0.68189
N -0.87468 1.63170 1.48417
C 0.73043 -0.04312 0.58974
C 1.02619 -1.01096 -0.55511
C 1.07680 -0.38407 -1.91574
O 1.27804 -0.97457 -2.94218
H -2.69131 0.21962 0.15546
H -1.69045 -1.12351 -0.40016
H -0.86221 1.56300 2.48011
H -1.04575 2.54771 1.11872
H 0.89929 -0.66611 1.47840
H 1.53232 0.69055 0.63029
H 0.38497 -1.84974 -0.53583
H 1.98700 -1.50012 -0.42630
H 0.62159 0.60775 -2.00921

Löwdin population analysis, charges in e, atoms 1 to 2:
1. C 0.06
2. C -0.41

---

Computed, not measured: C43H37BrCuN6O3Te as an isolated structure, with ωB97M-V/def2-TZVPD.

Calculated values
- charge = -2
- <S²> = 0.755
- spin multiplicity = 2
- LUMO energy (alpha / beta) (eV) = 3.48 / 3.46

Element x y z (Å)
Cu -1.06462 -0.10535 1.14566
O -2.37252 -5.13722 0.01415
C -2.75644 -4.47414 -1.11307
C -3.33941 -5.22988 -2.12410
C -3.76019 -4.61101 -3.29229
C -3.60615 -3.23955 -3.45392
C -3.01451 -2.49569 -2.43971
C -2.58078 -3.09575 -1.26650
C -1.83800 -2.22886 -0.25151
O -1.89944 -0.92787 -0.49201
N -2.39930 -2.58834 1.12792
N -1.90050 -1.70578 2.07755
C -2.41294 -1.74383 3.23337
C -2.00763 -0.90726 4.38691
Br -1.07871 0.70825 4.09755
C -2.35542 -1.21252 5.63538
C -2.88862 -2.49928 6.15111
C -2.67150 -3.73700 5.54363
C -3.16515 -4.90298 6.11338
C -3.87425 -4.85799 7.30428
C -4.07319 -3.63753 7.93412
C -3.57729 -2.47564 7.36308
H -2.05291 -4.48271 0.66013
H -3.44570 -6.29748 -1.97779
H -4.20332 -5.20825 -4.08136
H -3.93011 -2.75421 -4.36630
H -2.84861 -1.42815 -2.52230
H -0.79661 -2.61839 -0.20792
H -3.41631 -2.53848 1.10713
H -3.22075 -2.44715 3.43237
H -2.20360 -0.44616 6.38633
H -2.06676 -3.80757 4.65065
H -2.97118 -5.85124 5.62929
H -4.25027 -5.77048 7.74955
H -4.60843 -3.58925 8.87419
H -3.72842 -1.52382 7.85939
C 7.54008 3.37747 -3.56587
C 6.20932 3.07433 -2.92367
C 5.84664 1.77785 -2.58225
C 4.61886 1.48870 -1.98564
C 4.31784 0.04440 -1.67233
C 3.69304 2.51014 -1.70204
Te 1.79257 2.10368 -0.47794
N -0.35649 1.49142 0.30739
C -1.38988 2.20486 0.61867
O -2.36918 1.70832 1.30192
C -1.57272 3.61150 0.10350
C -2.66787 3.89004 -0.71087
C -2.82847 5.14548 -1.28060
C -1.89976 6.15015 -1.03086
C -0.81641 5.88621 -0.20336
C -0.65342 4.62452 0.35602
C 1.08351 0.95103 -2.11084
C 1.11259 -0.43481 -1.98680
C 0.61387 -1.26294 -2.98369
C 0.06783 -0.69894 -4.12462
C 0.02192 0.68393 -4.24915
C 0.51635 1.52661 -3.25440
C 0.41419 3.01778 -3.42959
C 4.07000 3.82271 -2.04440
C 3.19783 5.03696 -1.78080
C 5.30402 4.08394 -2.64673
H 8.15459 2.47807 -3.63248
H 8.09932 4.12329 -2.99517
H 7.41619 3.77108 -4.57828
H 6.54214 0.96580 -2.78052
H 5.21951 -0.56600 -1.74711
H 3.57642 -0.35716 -2.36662
H 3.89691 -0.06795 -0.67084
H -3.38275 3.09768 -0.89628
H -3.67664 5.34104 -1.92680
H -2.01708 7.12901 -1.48123
H -0.08585 6.66174 -0.00314
H 0.19926 4.41546 0.98877
H 1.52236 -0.87289 -1.08356
H 0.63409 -2.33892 -2.85514
H -0.33706 -1.33053 -4.90721
H -0.42126 1.12738 -5.13577
H -0.14661 3.25857 -4.33511
H 1.40564 3.46946 -3.50275
H -0.08401 3.47990 -2.57334
H 2.25853 4.76671 -1.30457
H 2.97004 5.55993 -2.71441
H 3.71508 5.75008 -1.13138
H 5.56077 5.11221 -2.89803
N 0.91850 -0.87926 1.81738
C 1.51830 -1.82002 2.12140
C 2.21371 -2.98113 2.52380
C 2.17682 -4.14743 1.71697
N 2.15676 -5.10617 1.07057
C 2.95172 -2.98661 3.73301
N 3.55784 -3.00016 4.71845

Löwdin population analysis, charges in e, atoms 1 to 2:
1. Cu 0.36
2. O 0.04

---

It is found that the F_max values, taken in the order of the records, are 5.5 2.0 1.0 5.1 1.5 4.8 2.2 1.3 eV Å⁻¹.
It is found that the molar mass values, taken in the order of the records, are 84.1 514.6 117.1 110.2 728.4 86.1 99.1 956.9 u.